{
  "formula": "C21H35Cl2N2O4Zn",
  "method": "ωB97M-V/def2-TZVPD",
  "species": ["O", "C", "C", "C", "H", "C", "H", "C", "H", "C", "H", "C", "H", "H", "C", "C", "H", "H", "H", "C", "C", "H", "H", "H", "H", "Zn", "Cl", "Cl", "H", "H", "C", "C", "N", "H", "C", "O", "H", "H", "H", "H", "H", "H", "C", "C", "N", "H", "C", "O", "H", "H", "H", "H", "C", "C", "C", "O", "C", "H", "H", "H", "H", "H", "H", "H", "H"],
  "positions_angstrom": [[0.967, -0.431, -0.171], [2.301, -0.231, -0.098], [2.950, -1.128, 0.994], [2.181, -1.739, 1.984], [1.103, -1.544, 2.016], [2.783, -2.563, 2.947], [2.145, -3.100, 3.652], [4.176, -2.679, 2.999], [4.657, -3.284, 3.777], [4.956, -1.989, 2.062], [6.043, -2.029, 2.107], [4.344, -1.247, 1.041], [4.925, -0.722, 0.281], [2.772, -0.534, -1.055], [2.457, 2.192, -1.033], [2.652, 1.256, 0.129], [2.994, 3.135, -0.883], [1.386, 2.445, -1.087], [2.770, 1.758, -1.991], [2.840, 1.672, 1.393], [2.883, 3.087, 1.835], [2.862, 0.943, 2.200], [3.847, 3.374, 2.270], [2.117, 3.244, 2.603], [2.649, 3.750, 1.000], [-0.501, 0.916, 0.407], [-0.994, -0.446, 2.219], [-0.145, 3.095, 0.839], [-0.360, -5.133, 0.274], [-2.701, -4.310, 1.162], [-0.056, -4.106, 0.529], [-2.300, -3.288, 1.194], [-1.151, -3.183, 0.314], [0.781, -3.808, -0.113], [-1.203, -2.438, -0.815], [-2.128, -1.681, -1.145], [-3.051, -2.563, 0.871], [-0.303, -2.578, -1.454], [0.267, -4.092, 1.576], [-1.994, -3.062, 2.221], [-1.788, 2.288, -4.828], [-1.024, -0.032, -5.789], [-0.798, 2.268, -4.349], [-0.166, 0.008, -5.103], [-0.443, 0.902, -3.988], [-0.804, 2.888, -3.449], [-0.588, 0.474, -2.719], [-0.861, 1.225, -1.760], [0.050, -0.995, -4.726], [-0.442, -0.612, -2.593], [-0.066, 2.637, -5.075], [0.693, 0.382, -5.677], [-4.570, 2.047, 1.925], [-5.119, 1.648, 0.544], [-3.970, 0.847, -0.070], [-2.754, 1.344, 0.520], [-3.061, 2.161, 1.671], [-4.988, 2.969, 2.325], [-4.802, 1.246, 2.639], [-5.302, 2.557, -0.040], [-6.046, 1.085, 0.591], [-4.049, -0.225, 0.183], [-3.886, 0.942, -1.163], [-2.725, 3.171, 1.398], [-2.408, 1.819, 2.485]],
  "forces_ev_per_angstrom": [[-1.50, 0.51, -0.36], [0.75, -0.03, 0.47], [0.25, 0.47, -0.15], [-0.08, -0.27, 0.03], [0.46, -0.20, -0.23], [0.21, 0.29, -0.29], [0.24, 0.21, -0.03], [-0.06, 0.06, -0.04], [-0.19, 0.22, -0.31], [-0.27, 0.13, -0.41], [-0.15, -0.09, 0.05], [-0.17, -0.45, 0.49], [0.03, -0.14, 0.24], [0.31, -0.05, -0.09], [-0.21, 0.10, 0.06], [-0.02, -0.46, 0.97], [-0.05, -0.19, -0.13], [0.36, -0.04, -0.22], [0.01, -0.08, 0.17], [-0.04, -0.20, -0.66], [0.04, 0.49, 0.06], [0.08, -0.06, -0.20], [0.04, -0.08, -0.02], [0.09, 0.06, -0.13], [0.06, 0.11, 0.30], [0.70, -0.98, -0.15], [-0.35, 0.06, 0.44], [-0.18, 0.37, 0.03], [0.06, 0.09, 0.07], [-0.04, 0.09, -0.09], [-0.04, 0.06, -0.21], [0.22, 0.08, 0.09], [-0.27, -0.04, -0.57], [-0.09, -0.08, 0.28], [-0.60, 0.55, 0.08], [0.97, -0.97, 0.29], [0.15, -0.15, 0.11], [-0.24, 0.16, 0.31], [-0.01, 0.15, -0.20], [-0.10, 0.07, -0.20], [0.14, 0.03, 0.15], [0.10, -0.08, 0.17], [0.13, -0.12, -0.03], [-0.11, 0.15, 0.27], [-0.25, 0.24, -0.27], [0.01, -0.12, -0.18], [-0.14, 0.47, 1.47], [0.12, -0.95, -1.70], [-0.02, 0.16, -0.09], [0.08, 0.40, 0.12], [-0.07, 0.08, 0.18], [-0.09, -0.14, 0.19], [0.26, -0.67, -0.08], [0.43, 0.65, -0.10], [0.41, -0.45, 0.15], [-1.04, 0.17, -0.16], [0.45, 0.29, -0.09], [-0.04, 0.08, -0.10], [0.23, 0.11, -0.05], [0.00, -0.12, -0.04], [-0.10, -0.12, 0.02], [0.00, 0.29, -0.16], [-0.04, -0.03, 0.34], [-0.39, -0.11, 0.25], [-0.42, 0.02, -0.10]],
  "mulliken_charge": [0.026, 0.331, -0.740, 0.883, -0.041, -0.920, 0.396, -0.354, 0.353, -0.719, 0.352, -0.099, 0.364, 0.242, -1.617, -0.061, 0.476, 0.018, 0.359, 0.395, -1.495, 0.344, 0.365, 0.257, 0.321, 1.469, -0.807, -0.680, 0.325, 0.325, -1.044, -0.849, 0.481, 0.318, -0.011, -0.639, 0.071, 0.253, 0.293, 0.321, 0.305, 0.324, -1.031, -0.944, 0.311, 0.262, 0.824, -0.828, 0.276, -0.358, 0.351, 0.312, -0.643, -0.565, -0.228, 0.041, -0.602, 0.347, 0.272, 0.260, 0.369, -0.065, 0.160, 0.361, 0.223],
  "gap_ev": 7.15,
  "charge": -1,
  "fmax_ev_per_a": 1.95,
  "relative_energy_kj_mol": 0.0
}